ORCA calculation (ωB97M-V/def2-TZVPD) on a 2-piece molecular cluster, C5H15NO overall at a distorted geometry.

Geometry as XYZ:
```
22
C5H15NO | the Open Molecules 2025 dataset | ωB97M-V/def2-TZVPD
C -0.066 -1.839 -1.373
C -0.880 -1.507 -0.145
N -0.349 -0.389 0.680
C -1.177 1.299 -0.971
C -0.046 0.852 -0.065
C 0.220 1.911 0.995
H -0.653 -2.463 -2.046
H 0.230 -0.974 -1.961
H 0.868 -2.342 -1.099
H -0.895 -2.339 0.560
H -1.950 -1.377 -0.356
H -1.127 -0.087 1.257
H -1.003 2.334 -1.295
H -2.083 1.359 -0.366
H -1.343 0.685 -1.851
H 0.890 0.628 -0.582
H 0.620 2.838 0.587
H 0.923 1.543 1.740
H -0.732 2.152 1.487
H 2.400 -0.323 2.089
H 3.422 -0.835 1.051
O 2.729 -1.125 1.662
```

## Properties
E_tot: -8965.49942 eV
HOMO energy: -8.7340 eV
Structure (SMILES): CCNC(C)C.O
Frontier orbital gap: 0.35598 Ha